One molecule with the formula C20H24N8, computed with wB97M-V/def2-TZVPD.

Properties
**Kohn-Sham gap**: 8.452 eV
**Net charge**: 0
**SMILES**: Cc1ccccc1Nc1nc(N)nc(CN2CCN(c3ccccn3)CC2)n1
**HOMO energy**: -0.2784 Ha
**E_tot**: -33052.3762 eV
**LUMO energy**: 0.88 eV

XYZ file:
```
52
C20H24N8 wB97M-V/def2-TZVPD
N 0.88 2.41 -0.76
N 2.26 -2.26 0.39
N -1.87 1.91 -0.35
N -2.95 0.94 1.42
N 2.26 -0.03 -0.18
N 4.25 1.20 0.07
N 6.10 0.16 0.91
N 4.21 -1.10 0.63
C -1.31 1.94 -1.67
C 0.02 -1.33 2.01
C -1.64 -2.78 -1.07
C -1.12 2.72 0.58
C 0.16 1.52 -1.64
C 2.97 1.08 -0.28
C 2.32 2.32 -0.83
C -0.15 -1.97 0.66
C 0.36 2.30 0.59
C -2.80 1.02 0.10
C -4.75 -0.62 1.15
C -1.43 -2.17 0.15
C -3.63 0.28 -0.77
C -0.55 -3.23 -1.81
C 2.93 -1.10 0.28
C -3.89 0.15 1.92
C 0.73 -3.05 -1.31
C 0.93 -2.42 -0.09
C 4.82 0.08 0.52
C -4.60 -0.53 -0.23
H -1.37 2.98 -2.04
H 2.61 2.40 -1.88
H -5.25 -1.10 -0.89
H 6.60 1.02 0.76
H 0.58 1.60 -2.64
H -0.70 -3.71 -2.76
H 6.59 -0.68 1.18
H -2.28 -1.84 0.73
H -3.53 0.35 -1.84
H -1.55 2.60 1.57
H 1.58 -3.39 -1.88
H -2.64 -2.91 -1.44
H 0.44 1.28 0.98
H -3.95 0.13 3.00
H 2.75 3.18 -0.31
H 2.82 -3.07 0.58
H 0.98 -0.82 2.08
H -0.01 -2.09 2.78
H -1.86 1.29 -2.35
H 0.23 0.47 -1.31
H -5.50 -1.24 1.60
H -0.78 -0.62 2.19
H -1.19 3.76 0.26
H 0.92 2.97 1.24
```

C5H13N3 as an isolated structure in a non-equilibrium geometry, computed with wB97M-V/def2-TZVPD.

Properties
**Kohn-Sham gap**: 9.765 eV
**Net charge**: 0
**HOMO energy**: -0.3476 Ha
**E_tot**: -9863.0030 eV
**LUMO energy**: 0.31 eV

XYZ file:
```
21
C5H13N3 wB97M-V/def2-TZVPD
N 2.83 -1.59 0.28
N -0.47 1.97 0.16
N 0.59 -1.37 -0.22
C 2.08 0.27 -1.19
C -1.21 0.98 -0.12
C 0.12 -1.85 0.87
C -2.68 0.99 -0.41
C 1.91 -0.94 -0.31
H -0.93 -0.43 1.94
H -0.99 2.81 0.44
H -3.15 1.89 -0.03
H 0.73 -1.97 1.76
H -0.65 0.09 -0.57
H 3.76 -1.21 0.11
H 1.65 0.07 -2.17
H 3.13 0.54 -1.30
H -1.53 0.09 2.18
H -0.75 -2.50 0.77
H -3.14 0.11 0.03
H 1.55 1.11 -0.74
H -2.87 0.92 -1.49
```

C11H17ClINO2PRu as an isolated structure in a non-equilibrium geometry, computed with wB97M-V/def2-TZVPD.

Properties
**Kohn-Sham gap (spin up / spin down)**: 6.701 / 4.077 eV
**Net charge**: +2
**Spin multiplicity**: 6
**HOMO energy (spin up / spin down)**: -0.5423 / -0.5782 Ha
**E_tot**: -49740.1107 eV
**LUMO energy (spin up / spin down)**: -8.06 / -11.66 eV

XYZ file:
```
35
C11H17ClINO2PRu wB97M-V/def2-TZVPD
I 4.32 0.50 -0.82
Ru -1.71 -0.19 0.11
Cl -3.54 1.18 0.04
P -0.79 0.98 -1.59
O 2.31 -0.83 1.66
O 3.59 -1.14 -2.79
N -1.30 -0.04 2.23
C -0.25 -1.16 4.60
C -1.50 2.58 -2.19
C -1.39 -0.23 -2.84
C 1.84 0.15 1.24
C 0.80 1.31 -2.44
C -1.88 -1.11 2.84
C 1.97 -1.73 -1.15
C 0.30 0.00 4.06
C 3.14 -0.89 -1.66
C -1.34 -1.73 3.95
C -0.36 0.60 2.99
H 1.29 2.22 -2.13
H 2.05 -2.64 -1.75
H -2.78 -1.45 2.35
H -2.26 -0.73 -2.43
H 0.61 1.39 -3.56
H -0.14 1.64 2.64
H -2.60 2.50 -2.32
H 1.01 -1.28 -1.45
H -1.02 2.84 -3.16
H 0.16 -1.60 5.52
H -1.74 -2.70 4.24
H 1.22 0.42 4.45
H -1.28 3.37 -1.47
H 1.48 0.46 -2.32
H -1.53 0.29 -3.75
H -0.57 -0.94 -2.98
H 1.91 -2.06 -0.11
```

C36H25AsCl3N5O7S4Tc as an isolated structure in a non-equilibrium geometry, computed with wB97M-V/def2-TZVPD.

Properties
**Kohn-Sham gap (spin up / spin down)**: 5.310 / 5.338 eV
**Net charge**: -2
**Spin multiplicity**: 2
**HOMO energy (spin up / spin down)**: -0.0734 / -0.0744 Ha
**E_tot**: -203469.1320 eV
**LUMO energy (spin up / spin down)**: 3.31 / 3.31 eV

XYZ file:
```
82
C36H25AsCl3N5O7S4Tc wB97M-V/def2-TZVPD
Tc -0.97 1.83 -0.36
As -0.39 4.53 -1.25
Cl 2.98 -5.67 3.30
Cl 7.17 -2.34 -0.03
Cl 5.31 -3.09 -4.99
S -3.61 3.63 -1.20
S 0.22 -4.62 3.79
S -2.45 0.35 -1.50
S 0.30 -1.44 -1.75
O -0.76 3.15 -2.31
O -4.99 3.52 -0.82
O -0.02 3.77 0.18
O 3.07 -1.94 1.20
O 0.86 5.35 -1.87
O -3.31 3.22 -2.57
O -2.69 3.06 -0.20
N -1.12 1.00 1.30
N 0.99 1.21 -0.51
N -5.87 -4.70 -0.65
N 3.04 0.69 0.13
N -2.39 -6.73 -0.74
C -2.82 -0.75 4.65
C 1.71 -4.60 2.90
C -0.41 -3.36 2.79
C 0.47 -2.97 1.84
C 3.15 1.51 -0.96
C 3.76 -2.13 -2.98
C -1.26 -3.53 -1.17
C 1.88 1.83 -1.34
C -1.90 5.77 -1.22
C -2.45 -4.19 -0.95
C -1.87 0.26 4.77
C -1.59 7.13 -1.29
C -2.45 -5.58 -0.82
C -4.24 6.30 -1.34
C -1.19 -2.14 -1.34
C -4.88 -4.12 -0.76
C -3.22 5.38 -1.21
C -3.93 7.64 -1.45
C 5.84 -2.24 -1.15
C 6.07 -2.64 -2.45
C -1.29 0.83 3.67
C -3.66 -3.44 -0.91
C -3.18 -1.17 3.37
C 1.70 -3.67 1.89
C 4.28 -1.40 0.70
C -3.60 -2.06 -1.06
C -2.63 -0.60 2.25
C 3.56 -1.74 -1.67
C -2.61 8.06 -1.40
C 1.72 0.53 0.36
C -2.39 -1.39 -1.24
C 5.02 -2.58 -3.36
C 4.11 0.13 0.90
C 2.86 -3.33 1.01
C -1.66 0.44 2.35
C 4.58 -1.78 -0.72
H -2.92 -0.91 1.26
H 7.04 -2.99 -2.75
H -1.71 3.16 -2.60
H 2.94 -2.10 -3.67
H -3.92 -1.96 3.25
H 2.61 -3.54 -0.04
H -1.39 -2.96 2.99
H -3.26 -1.20 5.52
H 1.57 2.47 -2.15
H -1.58 0.60 5.76
H -2.37 9.11 -1.48
H -4.51 -1.48 -1.02
H -0.56 1.63 3.77
H 5.04 0.64 0.64
H 4.09 1.80 -1.36
H 3.89 0.28 1.96
H -0.34 -4.10 -1.23
H -0.54 7.41 -1.27
H 0.26 -2.20 1.12
H 3.75 -3.91 1.29
H -5.25 5.92 -1.34
H -4.73 8.37 -1.57
H 1.32 -0.09 1.14
H 2.58 -1.43 -1.37
H 5.12 -1.72 1.35
```

One molecule with the formula C3H6N2O, computed with wB97M-V/def2-TZVPD.

Properties
**Kohn-Sham gap**: 10.831 eV
**Net charge**: 0
**SMILES**: NC(=O)N1CC1
**HOMO energy**: -0.3576 Ha
**E_tot**: -8235.5362 eV
**LUMO energy**: 1.10 eV

XYZ file:
```
12
C3H6N2O wB97M-V/def2-TZVPD
O 0.69 0.38 1.56
N -0.56 0.20 -0.43
N -1.28 -0.76 1.53
C -0.29 -0.02 0.96
C 0.51 -0.29 -1.30
C 0.35 1.15 -1.06
H -1.25 -0.91 2.52
H 1.35 -0.78 -0.81
H 0.17 -0.75 -2.23
H -0.12 1.78 -1.81
H -2.14 -0.91 1.03
H 1.08 1.62 -0.41
```

C6H18BrClO6V as an isolated structure in a non-equilibrium geometry, computed with wB97M-V/def2-TZVPD.

Properties
**Kohn-Sham gap (spin up / spin down)**: 7.986 / 8.662 eV
**Net charge**: 0
**Spin multiplicity**: 4
**HOMO energy (spin up / spin down)**: -0.2859 / -0.3109 Ha
**E_tot**: -127052.2083 eV
**LUMO energy (spin up / spin down)**: 0.21 / 0.20 eV

XYZ file:
```
33
C6H18BrClO6V wB97M-V/def2-TZVPD
Br -0.87 -0.87 2.50
V -0.46 0.54 0.26
Cl 0.50 1.94 -1.78
O -1.71 -0.58 -1.30
O 1.16 -0.97 -0.24
O 3.11 -1.34 -1.48
O 0.16 2.26 1.54
O -2.53 1.80 0.01
O 3.14 -1.92 0.73
C 2.35 -1.39 -0.34
C 0.94 2.65 2.68
C -3.87 1.32 0.24
C 2.46 -1.23 -2.77
C 2.63 -2.16 2.03
C -1.88 -1.71 -2.07
H 1.43 3.62 2.58
H -4.08 0.42 -0.34
H 3.50 -2.71 2.40
H 3.06 -1.76 -3.51
H -2.45 -0.08 -1.65
H 0.04 3.11 1.11
H -0.90 -2.19 -1.99
H -2.62 2.69 -0.34
H -2.00 -1.38 -3.10
H 0.36 2.78 3.60
H -2.72 -2.24 -1.61
H 2.58 -1.20 2.54
H 2.41 -0.20 -3.13
H -4.66 1.97 -0.14
H -3.99 1.24 1.32
H 1.46 -1.64 -2.73
H 1.72 -2.74 2.11
H 1.75 1.95 2.88
```

A 2-piece molecular cluster, C4H12N4 overall in a non-equilibrium geometry, computed with wB97M-V/def2-TZVPD.

Properties
**Kohn-Sham gap**: 9.332 eV
**Net charge**: 0
**SMILES**: C[C@H](N)N(C)C.N#N
**HOMO energy**: -0.3045 Ha
**E_tot**: -10303.1929 eV
**LUMO energy**: 1.05 eV

XYZ file:
```
20
C4H12N4 wB97M-V/def2-TZVPD
N -0.29 -0.23 -0.46
N -0.75 0.77 -2.44
N -0.70 1.87 -2.40
N 0.67 1.83 0.41
C 0.85 0.42 0.23
C 1.19 -0.21 1.59
C 0.02 -1.54 -0.99
C -1.54 -0.21 0.26
H -0.07 2.03 1.08
H 1.46 -1.26 1.47
H 0.95 -1.50 -1.54
H 1.70 0.29 -0.44
H 2.04 0.32 2.01
H -1.55 -0.90 1.12
H -1.77 0.80 0.60
H -2.33 -0.52 -0.43
H 0.10 -2.30 -0.20
H -0.78 -1.83 -1.67
H 0.35 -0.13 2.27
H 0.45 2.29 -0.46
```

C45H38Cl2N6O7TeW as an isolated structure, computed with wB97M-V/def2-TZVPD.

Properties
**Kohn-Sham gap (spin up / spin down)**: 6.237 / 6.111 eV
**Net charge**: +1
**Spin multiplicity**: 2
**HOMO energy (spin up / spin down)**: -0.3618 / -0.3611 Ha
**E_tot**: -104710.1838 eV
**LUMO energy (spin up / spin down)**: -3.61 / -3.71 eV

XYZ file:
```
100
C45H38Cl2N6O7TeW wB97M-V/def2-TZVPD
W 0.19 0.38 -0.34
Te -0.49 3.22 2.19
Cl -2.46 1.30 -6.47
Cl -4.72 2.30 -4.48
O 1.31 3.93 -0.32
O -2.69 2.13 0.35
O 1.35 0.86 1.31
O -0.54 -2.52 -3.15
O 6.90 -0.80 -0.97
O 7.41 1.26 -1.79
O 3.00 2.22 2.15
N -0.02 -0.45 -2.24
N 1.24 -1.63 -0.28
N 0.20 2.06 -0.89
N -1.83 0.21 -0.72
N -0.81 -0.69 1.46
N 2.38 0.59 -1.07
C 2.80 -3.24 0.49
C -0.46 -1.49 2.39
C 0.23 1.47 4.41
C -1.21 0.37 -4.28
C 4.31 0.12 -2.39
C -2.54 4.69 3.87
C 3.11 0.48 6.71
C 2.45 -4.09 -0.55
C -2.11 0.59 -2.06
C 3.01 1.47 4.40
C -1.10 0.18 -2.93
C -1.58 -0.33 4.44
C 6.67 0.35 -1.40
C 2.33 1.01 5.54
C -0.74 5.82 5.68
C 0.89 2.18 3.43
C -2.62 6.77 7.05
C -2.12 1.04 0.36
C -2.11 5.97 5.89
C 2.16 -2.02 0.61
C 1.25 5.08 4.40
C -3.23 1.24 -2.53
C 0.40 3.82 -2.55
C 3.53 3.59 1.83
C 4.59 1.16 -0.27
C -0.24 5.10 4.60
C 3.22 1.12 -0.13
C 0.95 0.96 5.49
C -1.16 4.49 3.74
C 1.50 -3.68 -1.46
C 5.17 0.59 -1.40
C -3.58 4.22 2.88
C -2.34 1.03 -4.77
C -1.63 1.49 2.71
C 2.28 2.03 3.39
C 0.69 3.31 -1.17
C -0.60 -1.35 3.87
C -1.41 0.56 1.54
C 2.94 0.13 -2.19
C 2.45 1.47 1.01
C 0.94 -2.43 -1.31
C -1.23 1.14 4.16
C -3.33 1.46 -3.90
C 0.03 -1.83 -2.34
C -2.98 5.42 4.96
H 3.86 -0.23 6.40
H 2.26 -0.27 -2.93
H -2.00 6.62 7.94
H -2.67 1.80 2.67
H -4.05 5.58 5.08
H 1.34 3.81 -3.11
H 5.23 1.52 0.53
H 1.74 4.33 5.03
H 4.21 3.45 1.00
H 3.62 1.30 7.23
H -0.45 0.03 -4.97
H -4.26 5.04 2.66
H -2.58 -0.52 4.04
H -1.65 -0.49 5.51
H 1.53 4.88 3.36
H -1.86 1.76 4.81
H 4.08 1.35 4.29
H 1.66 6.05 4.65
H -0.81 -2.34 4.28
H -0.33 3.21 -3.06
H 2.45 0.00 7.43
H 4.03 3.91 2.73
H -2.59 7.84 6.82
H 2.68 4.20 1.53
H 0.04 -2.39 2.06
H -4.18 3.41 3.30
H 0.42 0.46 6.30
H -3.65 6.52 7.29
H -3.18 3.87 1.92
H 0.42 -1.12 4.22
H -0.04 6.29 6.36
H 2.94 -5.05 -0.65
H 0.07 4.86 -2.49
H 2.39 -1.33 1.41
H 1.20 -4.28 -2.31
H -4.01 1.57 -1.86
H 4.70 -0.29 -3.31
H 3.57 -3.51 1.20
```

A 2-piece molecular cluster, C5H16N2O overall in a non-equilibrium geometry, computed with wB97M-V/def2-TZVPD.

Properties
**Kohn-Sham gap**: 11.544 eV
**Net charge**: +2
**HOMO energy**: -0.6625 Ha
**E_tot**: -10455.7103 eV
**LUMO energy**: -6.48 eV

XYZ file:
```
24
C5H16N2O wB97M-V/def2-TZVPD
O -2.87 2.01 -0.90
N 0.59 -1.45 2.34
N -1.48 0.44 -2.65
C 1.30 -0.33 1.53
C -0.42 -0.21 -1.86
C -0.19 0.04 -0.57
C 1.07 -0.55 0.03
C 2.78 -0.26 1.94
H 0.81 0.57 1.83
H -3.63 1.79 -0.35
H 3.39 -0.42 1.06
H -1.20 0.53 -3.63
H -2.40 0.00 -2.61
H 0.24 -0.87 -2.39
H 0.02 -2.03 1.71
H 1.26 -1.59 -0.26
H -1.64 1.38 -2.27
H -0.95 0.63 -0.07
H -2.59 2.88 -0.60
H 3.03 0.72 2.32
H 0.04 -1.04 3.09
H 1.25 -2.09 2.76
H 1.91 -0.07 -0.45
H 3.05 -1.01 2.64
```

C42H41AsClN7OReS2 as an isolated structure in a non-equilibrium geometry, computed with wB97M-V/def2-TZVPD.

Properties
**Kohn-Sham gap (spin up / spin down)**: 6.133 / 6.144 eV
**Net charge**: +2
**Spin multiplicity**: 2
**HOMO energy (spin up / spin down)**: -0.4562 / -0.4680 Ha
**E_tot**: -153846.3183 eV
**LUMO energy (spin up / spin down)**: -6.28 / -6.59 eV

XYZ file:
```
96
C42H41AsClN7OReS2 wB97M-V/def2-TZVPD
Re 0.39 0.20 0.19
As 2.42 -0.39 1.77
Cl 6.48 -1.20 -3.75
S 0.19 2.19 1.42
S -2.41 -0.56 3.89
O 1.83 1.01 -0.90
N -0.83 1.42 -1.13
N -0.97 4.40 0.64
N -1.29 2.56 -0.80
N -0.85 -0.62 1.86
N -1.74 -0.98 -0.53
N -1.81 5.21 0.08
N 0.79 -1.64 -0.98
C 2.95 -0.90 -1.86
C -4.86 6.18 -1.72
C 5.10 -0.58 -2.90
C -2.98 -0.58 -0.36
C -0.45 -4.07 4.20
C -1.76 0.09 2.47
C -3.11 5.05 -0.52
C -0.71 -0.02 -4.57
C -4.09 -1.42 -0.54
C -3.94 3.96 -0.31
C 4.78 -2.08 2.08
C -2.80 1.12 -4.31
C 4.07 -1.40 -2.56
C -2.25 -4.57 -1.27
C 3.93 1.27 -1.91
C 1.34 0.59 4.33
C 5.03 0.78 -2.58
C -0.18 -2.68 -1.05
C -1.40 -1.95 3.72
C -0.36 0.32 -3.27
C 0.20 -2.88 2.19
C 0.29 -3.98 3.01
C 2.88 0.45 -1.53
C -1.51 -2.28 -0.87
C 0.10 -4.00 -1.23
C -5.71 5.10 -1.50
C 3.92 0.87 1.65
C 3.39 -2.05 1.43
C -0.94 -4.96 -1.34
C -3.57 6.16 -1.22
C -5.24 4.00 -0.79
C -0.83 3.10 0.36
C 1.87 -1.81 -1.66
C -1.23 1.06 -2.49
C -2.56 -3.21 -1.02
C -3.88 -2.73 -0.87
C -1.30 -3.05 4.57
C 2.14 -0.55 3.68
C 3.64 2.37 1.60
C -0.64 -1.83 2.56
C -1.93 0.37 -5.09
C -2.45 1.47 -3.01
H 1.88 1.54 4.28
H -5.09 -1.03 -0.42
H -3.76 1.43 -4.71
H 4.52 0.64 2.52
H 1.67 -1.51 3.85
H 5.84 1.43 -2.88
H -4.71 -3.42 -1.00
H 0.77 -2.82 1.27
H 3.47 -2.18 0.36
H -3.13 2.06 -2.40
H 1.13 -4.35 -1.26
H -0.01 -0.59 -5.18
H 3.10 2.72 2.47
H 4.59 2.91 1.57
H 0.94 -4.81 2.72
H 1.96 -2.75 -2.22
H 0.37 0.74 3.84
H -3.61 3.12 0.27
H -2.20 0.09 -6.11
H 5.20 -3.08 1.98
H 4.48 0.56 0.77
H -6.73 5.12 -1.86
H -1.88 -3.11 5.48
H -5.21 7.04 -2.26
H 4.12 -2.45 -2.83
H 0.62 0.06 -2.89
H -1.53 6.16 0.21
H 3.14 -0.59 4.11
H -2.09 1.06 2.11
H -3.05 -5.29 -1.38
H 3.85 2.33 -1.67
H 1.15 0.37 5.38
H -0.69 -6.00 -1.50
H 5.47 -1.39 1.60
H 4.74 -1.85 3.15
H -3.12 0.46 -0.06
H -5.91 3.16 -0.60
H 3.07 2.64 0.71
H -2.91 7.01 -1.38
H -0.35 -4.94 4.83
H 2.77 -2.85 1.83
```